(1)
8
Properties=species:S:1:pos:R:3:forces:R:3:nbo_charge:R:1 method="wB97M-V/def2-TZVPD" e_homo_ha=-0.2108 charge=-1 energy_ha=-429.12809 largest_force_ha_per_bohr=0.0387 mol_weight_g_mol=110.05 spin_multiplicity=1
N -2.8268 1.4447 -0.5063 -0.69 0.46 0.10 -0.520
C -1.8297 0.9745 -0.1561 -0.33 0.20 0.13 0.458
N -0.7168 0.3632 0.0060 1.08 -1.05 -1.30 -0.715
C 0.1561 0.1724 0.9079 -0.15 0.26 0.37 0.912
O 0.3545 0.4370 2.0570 0.23 -0.15 -0.05 -0.612
O 1.3382 -0.6888 0.3278 0.15 0.34 1.65 -0.586
C 1.5867 -1.1248 -0.8191 -0.47 0.28 0.02 0.600
N 1.9379 -1.5783 -1.8172 0.17 -0.34 -0.93 -0.538


(2)
27
Properties=species:S:1:pos:R:3:forces:R:3:nbo_charge:R:1 method="wB97M-V/def2-TZVPD" e_homo_ha=-0.2997 energy_ha=-2035.21881 largest_force_ha_per_bohr=0.0793 mol_weight_g_mol=267.47 spin_multiplicity=1
C 0.6161 -3.0179 0.6276 0.37 -0.12 0.01 -0.768
C 2.0512 -0.8821 -0.4103 0.13 -0.51 0.26 -0.301
C 2.1003 0.5349 -0.9630 0.27 0.11 -0.13 -0.590
C 2.1803 1.5321 0.1656 0.16 -0.04 -0.16 -0.240
C -4.1281 0.8833 -1.1908 0.12 0.11 -0.05 -0.760
C -2.4555 -0.1840 0.7335 -0.25 0.16 -0.06 -0.066
C -2.0351 1.1913 1.2736 0.02 -0.05 -0.03 -0.519
C -1.0675 1.6008 0.2057 -0.16 -0.32 -0.19 0.053
H -0.3900 -3.3963 0.8237 0.08 0.05 -0.07 0.225
H 1.1529 -3.6910 -0.0435 -0.08 0.01 0.08 0.239
H 1.1723 -2.9350 1.5638 -0.05 -0.01 -0.10 0.234
H 1.1885 0.7475 -1.5349 0.23 -0.08 0.11 0.275
H 2.9644 0.6445 -1.6204 -0.02 -0.02 0.17 0.250
H 1.4121 1.4083 0.9340 0.19 -0.05 -0.04 0.182
H -3.9951 1.9077 -0.8283 -0.03 -0.16 -0.03 0.210
H -3.3314 0.6311 -1.8955 -0.13 0.02 0.10 0.232
H -5.0891 0.8183 -1.7033 0.09 -0.02 0.08 0.241
H -2.3386 -0.9831 1.4695 0.02 0.07 -0.03 0.221
H -1.5408 1.1164 2.2487 -0.01 0.04 -0.14 0.245
H -2.8762 1.8830 1.3791 0.11 -0.10 -0.04 0.247
H -0.5836 2.5638 0.1084 -0.02 -0.02 -0.01 0.228
N -0.8122 0.6910 -0.6485 -0.89 1.05 0.21 -0.123
O -1.5337 -0.4515 -0.3407 -3.77 1.54 -0.24 -0.400
S 0.4160 -1.4021 -0.1328 3.65 -1.69 0.31 0.402
S 3.3979 -1.7337 -0.0813 0.10 0.11 -0.05 -0.016
S 3.2673 2.7113 0.2904 -0.19 -0.13 0.01 0.083
S -4.1663 -0.3186 0.1556 0.06 0.03 0.01 0.217


It is found that the LUMO energy values, taken in the order of the records, are 3.88, -0.31 eV.
It is found that the gap between HOMO and LUMO values, taken in the order of the records, are 9.61, 7.84 eV.